1.
ORCA calculation (ωB97M-V/def2-TZVPD) on one molecule with the formula C6H9N3 at a distorted geometry.

Values from the calculation:
HOMO energy in eV: -8.40
SMILES: N[C@H]1CN=C2NCC=C21
Frontier orbital gap in eV: 9.34
Relative energy (zero: lowest compared OMol25 entry of this formula, charge and spin) in eV: 0.5754

```
18
Properties=species:S:1:pos:R:3:forces:R:3
N 0.304 1.778 -0.162 0.56 -0.46 0.01
N 2.198 -1.303 -0.309 1.07 -0.70 -1.24
N -1.904 0.801 0.017 0.97 -1.82 0.50
C 1.623 1.112 0.059 -0.14 1.61 -0.72
C -0.060 -0.567 0.184 -0.50 1.04 -0.25
C 1.391 -0.372 0.447 0.50 -0.86 -0.89
C -2.343 -0.635 -0.046 -0.69 1.07 -1.99
C -0.525 0.831 -0.051 -1.69 -1.07 1.12
C -1.079 -1.428 0.052 0.98 1.40 0.50
H -2.406 1.559 -0.353 -0.96 0.64 -0.52
H 1.592 -0.585 1.515 -0.04 0.38 -0.40
H 2.077 -1.254 -1.352 -0.21 0.22 1.51
H 2.238 1.318 -0.879 -0.47 -0.83 1.15
H -3.104 -0.924 0.680 0.16 0.27 0.29
H 2.081 1.669 0.867 0.44 0.02 0.18
H -1.067 -2.490 0.024 0.05 -0.63 0.22
H 3.180 -1.079 -0.151 -0.14 -0.23 -0.05
H -2.808 -0.797 -1.051 0.13 -0.06 0.59
```
Positions in Å, forces in eV/Å.



2.
ORCA calculation (ωB97M-V/def2-TZVPD) on one molecule with the formula CH3ClO3S at a distorted geometry.

Values from the calculation:
HOMO energy in eV: -10.54
Frontier orbital gap in eV: 10.53
Relative energy (zero: lowest compared OMol25 entry of this formula, charge and spin) in eV: 0.5683

```
9
Properties=species:S:1:pos:R:3:forces:R:3
Cl 0.284 -2.129 0.287 0.57 -1.32 1.06
S 0.885 -0.343 1.280 -1.08 0.31 -0.75
O 0.848 0.530 -0.167 1.55 -0.63 1.56
O 2.221 -0.524 1.729 0.75 0.20 -0.44
O -1.409 0.431 0.123 -1.02 3.29 -0.50
C -0.360 0.297 -0.831 -1.30 -0.48 0.88
H -0.421 -0.820 -1.035 0.03 2.19 -1.26
H -0.409 1.115 -1.545 -0.05 -0.66 -0.72
H -1.640 1.442 0.159 0.55 -2.90 0.17
```
Positions in Å, forces in eV/Å.



3.
ORCA calculation (ωB97M-V/def2-TZVPD) on C21H34AuCl4N3O2PSi as an isolated structure at a distorted geometry.

Values from the calculation:
HOMO energy in eV: -3.81
Frontier orbital gap in eV: 5.94
Total charge: -1
Relative energy (zero: lowest compared OMol25 entry of this formula, charge and spin) in eV: 0.0000

```
67
Properties=species:S:1:pos:R:3:forces:R:3
Au 0.899 0.574 0.238 -0.24 0.60 0.81
Cl -0.526 3.484 4.030 0.00 0.04 0.00
Cl -1.266 1.968 6.685 0.01 -0.01 -0.01
Cl -2.001 -1.082 6.576 0.01 -0.01 0.03
Cl -1.973 -2.581 3.793 -0.03 -0.10 0.03
P -2.848 1.154 -2.026 0.17 -0.04 -0.20
Si 2.878 -0.114 -0.644 0.23 -0.23 -0.25
O -1.080 -0.855 1.558 -0.31 -0.59 0.20
O -0.543 1.758 1.632 0.15 -0.34 0.10
N -4.044 2.205 0.251 -0.08 0.15 0.02
N -3.336 -0.124 0.404 -0.87 0.19 -0.19
N -5.324 0.471 -0.858 -0.04 -0.08 -0.12
C -0.793 1.138 2.760 0.27 -0.30 0.08
C -1.524 -0.238 5.137 0.00 0.08 -0.01
C 3.175 -1.950 -0.099 0.06 -0.02 -0.13
C 4.407 -2.597 -0.740 0.00 0.00 -0.08
C -1.475 -0.919 3.911 0.04 0.00 -0.06
C 4.448 -0.094 -3.099 0.05 -0.05 0.03
C -4.629 0.599 -2.150 -0.06 -0.08 0.09
C -2.397 -0.105 -0.765 0.33 -0.10 0.74
C -1.089 -0.298 2.725 -0.06 0.90 -0.42
C 4.355 0.842 0.091 -0.07 0.00 0.00
C -1.211 1.105 5.178 -0.04 -0.05 0.12
C 1.950 -2.822 -0.388 -0.08 0.01 -0.06
C -0.861 1.780 3.996 0.02 -0.02 -0.20
C 2.046 -0.720 -3.321 -0.05 -0.09 -0.01
C 3.373 -1.930 1.420 0.02 0.03 0.07
C -3.154 2.559 -0.862 -0.27 0.05 0.16
C 3.037 0.155 -2.555 0.09 0.02 0.00
C -3.426 1.242 1.095 0.04 -0.24 0.18
C -5.354 1.757 -0.166 -0.03 0.02 0.01
C -4.726 -0.523 -0.009 0.20 -0.02 -0.04
C 2.681 1.623 -2.831 -0.04 -0.02 0.01
H 4.251 0.933 1.175 0.00 -0.02 -0.03
H 2.679 1.809 -3.914 0.00 0.01 0.01
H 5.313 0.356 -0.120 0.00 0.01 0.01
H -3.589 3.397 -1.415 0.06 -0.01 0.02
H 1.059 -2.419 0.104 0.03 -0.02 -0.01
H 1.026 -0.565 -2.956 0.03 -0.02 -0.02
H 2.520 -1.463 1.922 0.04 -0.01 0.01
H 4.395 1.858 -0.309 0.00 0.00 -0.01
H 2.069 -0.474 -4.391 -0.02 0.00 0.02
H -5.319 -0.642 0.897 0.00 0.00 0.05
H 4.279 -1.391 1.711 -0.04 -0.02 -0.02
H -1.432 -0.027 -0.223 -0.13 0.30 -0.80
H -5.985 1.656 0.722 0.02 0.01 -0.02
H 4.631 -3.558 -0.258 -0.03 0.01 0.01
H -4.666 -0.366 -2.664 0.04 0.04 0.01
H -2.899 -0.763 1.092 0.52 -0.15 0.04
H 5.301 -1.971 -0.651 -0.03 -0.01 0.00
H 2.117 -3.840 -0.009 -0.01 0.00 0.00
H -4.651 -1.478 -0.529 -0.04 -0.02 0.00
H 1.693 1.871 -2.433 0.03 0.00 -0.04
H 3.402 2.309 -2.380 -0.01 -0.01 0.02
H 3.463 -2.958 1.796 -0.01 0.02 0.01
H 5.203 0.457 -2.532 -0.02 -0.01 -0.02
H 4.719 -1.153 -3.075 -0.01 0.10 0.01
H -5.798 2.502 -0.828 -0.03 -0.01 -0.02
H -2.408 -1.093 -1.227 -0.07 -0.08 0.04
H 4.246 -2.801 -1.803 0.01 0.02 0.06
H 4.519 0.238 -4.144 -0.03 -0.01 0.00
H 2.281 -1.785 -3.223 0.00 0.09 -0.01
H -4.010 1.063 2.001 -0.01 0.07 -0.05
H -2.409 1.549 1.341 0.07 -0.08 -0.08
H 1.737 -2.898 -1.459 0.02 0.01 0.10
H -2.208 2.878 -0.424 0.13 0.06 -0.11
H -5.198 1.303 -2.762 0.06 0.02 -0.03
```
Positions in Å, forces in eV/Å.



4.
ORCA calculation (ωB97M-V/def2-TZVPD) on C8H20N3O2Pd as an isolated structure.

Values from the calculation:
HOMO energy in eV: -12.76
Frontier orbital gap in eV: 9.56
Total charge: +1
Relative energy (zero: lowest compared OMol25 entry of this formula, charge and spin) in eV: 0.0000

```
34
Properties=species:S:1:pos:R:3:forces:R:3
Pd 0.090 -0.035 0.059 -0.10 -0.09 -0.37
O 1.427 3.641 -0.474 0.02 -0.03 0.06
O 0.074 1.919 -0.026 0.03 0.15 -0.09
N -1.966 -0.052 0.032 0.09 0.15 0.15
N 2.148 0.234 -0.074 -0.08 -0.10 0.17
N -0.070 -2.114 0.023 0.33 0.06 0.12
C -2.502 0.870 1.061 -0.13 -0.01 0.01
C -1.470 -2.417 -0.368 -0.09 0.03 -0.02
C 0.862 -2.715 -0.953 -0.07 -0.08 0.00
C 0.228 -2.644 1.371 -0.07 -0.12 0.00
C 2.397 1.627 0.392 -0.01 0.09 -0.17
C -2.411 -1.439 0.298 -0.05 -0.07 -0.02
C -2.399 0.417 -1.305 -0.06 0.01 -0.04
C 1.254 2.514 -0.104 -0.12 0.00 0.17
H -2.004 1.417 -1.467 0.02 0.00 0.01
H -2.156 0.559 2.044 0.00 -0.01 0.00
H -0.453 -2.220 2.105 0.01 0.01 0.00
H -3.491 0.441 -1.353 0.01 -0.01 0.02
H 0.706 -2.268 -1.933 -0.01 0.00 0.00
H -2.421 -1.584 1.378 0.01 0.00 0.00
H 2.372 1.625 1.481 0.04 0.04 0.01
H 2.422 0.149 -1.049 0.03 -0.02 0.01
H -2.144 1.873 0.855 0.03 0.02 -0.02
H 1.246 -2.380 1.648 0.01 0.01 0.00
H -3.433 -1.588 -0.061 -0.01 0.02 0.02
H 0.131 -3.734 1.381 0.00 0.01 -0.01
H 3.351 2.016 0.045 0.03 -0.06 0.01
H -3.595 0.854 1.040 0.01 -0.01 -0.01
H 0.701 -3.795 -1.023 0.01 0.01 0.02
H -2.021 -0.245 -2.081 0.00 -0.01 0.01
H 2.707 -0.429 0.452 0.08 0.04 -0.01
H -1.537 -2.335 -1.452 0.02 0.02 0.00
H 1.887 -2.538 -0.634 0.01 -0.02 0.01
H -1.726 -3.445 -0.098 0.02 -0.01 -0.01
```
Positions in Å, forces in eV/Å.